No. 1
A 2-piece molecular cluster, C4H10N2O overall. Source: the OMol25 dataset; level of theory: the ωB97M-V functional and the def2-TZVPD basis.

Last column: natural (NBO) charge in e.
Positions of all 17 atoms, in Å:
C -1.775 -1.226 -1.930  -0.64
C -0.852 -0.575 -0.930  0.12
C -1.507 0.175 0.201  -0.65
N 0.438 -0.119 -1.403  -0.06
N 0.458 -1.148 -0.722  -0.11
H -2.424 -1.943 -1.428  0.22
H -1.211 -1.742 -2.705  0.22
H -2.405 -0.471 -2.400  0.22
H -0.745 0.580 0.864  0.26
H -2.105 0.996 -0.192  0.22
H -2.150 -0.495 0.771  0.21
C 2.535 1.255 1.867  -0.24
O 1.525 0.594 1.151  -0.75
H 2.919 0.634 2.690  0.16
H 3.370 1.568 1.219  0.16
H 2.078 2.150 2.290  0.18
H 1.851 -0.234 0.657  0.48

Atomic forces in eV per Å
C 0.2 0.0 0.1
C -1.2 0.1 0.0
C 0.3 -0.1 -0.1
N 0.4 -0.5 0.1
N 0.4 0.3 -0.4
H -0.1 -0.1 0.0
H 0.0 0.0 0.0
H -0.1 0.0 0.0
H -0.1 0.0 0.0
H -0.1 0.0 0.0
H -0.1 0.0 0.0
C 0.5 -0.1 0.1
O 0.3 -1.9 -1.2
H 0.0 0.2 -0.1
H -0.2 -0.1 0.2
H 0.1 0.0 0.0
H -0.5 2.0 1.3

Calculated values
LUMO level, eV: 0.77
HOMO energy, eV: -9.717
Total charge: 0
SMILES: CC1(C)N=N1.CO


No. 2
A 2-piece molecular cluster, C27H30N2O2 overall. Source: the OMol25 dataset; level of theory: the ωB97M-V functional and the def2-TZVPD basis.

Last column: natural (NBO) charge in e.
Positions of all 61 atoms, in Å:
O -3.662 -2.018 -2.955  -0.54
C -2.462 -1.786 -2.900  0.55
C -1.681 -1.218 -1.760  -0.34
C -2.278 -0.958 -0.571  0.08
C -1.883 -0.313 0.646  -0.19
C -1.187 0.913 0.729  -0.09
C -0.846 1.471 1.953  -0.12
C -1.303 0.850 3.156  0.29
C -2.160 -0.287 3.068  -0.10
C -2.403 -0.861 1.841  -0.13
C -2.829 -0.820 4.289  -0.42
C -2.043 -0.520 5.558  -0.40
C -1.634 0.940 5.596  -0.20
N -0.987 1.371 4.376  -0.43
C -0.300 2.637 4.520  -0.20
C 0.655 2.889 3.373  -0.40
C -0.077 2.751 2.043  -0.43
C -0.251 -1.487 -2.011  0.54
O 0.607 -1.653 -1.147  -0.54
C -0.155 -1.813 -3.460  -0.04
C 0.961 -2.058 -4.257  -0.19
C 0.770 -2.701 -5.486  -0.19
C -0.517 -3.123 -5.887  -0.20
C -1.639 -2.803 -5.118  -0.16
C -1.448 -2.106 -3.932  -0.15
H -3.298 -1.359 -0.516  0.21
H -0.994 1.447 -0.203  0.21
H -3.032 -1.750 1.772  0.21
H -2.971 -1.899 4.180  0.22
H -3.833 -0.376 4.384  0.21
H -1.149 -1.151 5.594  0.21
H -2.649 -0.734 6.441  0.22
H -0.929 1.124 6.418  0.20
H -2.520 1.573 5.785  0.17
H -1.039 3.458 4.584  0.17
H 0.237 2.610 5.476  0.20
H 1.075 3.892 3.475  0.22
H 1.481 2.169 3.417  0.21
H 0.632 2.832 1.214  0.23
H -0.775 3.598 1.937  0.21
H 1.941 -1.729 -3.908  0.23
H 1.626 -2.901 -6.130  0.22
H -0.638 -3.701 -6.803  0.22
H -2.652 -3.087 -5.402  0.23
C 1.286 1.668 -1.174  -0.40
N 2.034 0.630 -1.789  -0.46
C 2.628 0.933 -3.087  -0.21
C 3.887 0.050 -3.202  -0.42
C 4.092 -0.611 -1.828  -0.42
C 2.960 -0.093 -0.929  -0.22
H 0.946 1.281 -0.209  0.22
H 1.860 2.602 -0.987  0.15
H 0.425 1.918 -1.810  0.19
H 1.893 0.715 -3.877  0.19
H 2.895 2.004 -3.189  0.16
H 3.763 -0.694 -3.994  0.20
H 4.750 0.677 -3.447  0.21
H 4.036 -1.701 -1.878  0.21
H 5.053 -0.325 -1.390  0.21
H 3.346 0.543 -0.109  0.16
H 2.386 -0.911 -0.483  0.23

Atomic forces in eV per Å
O 1.1 0.4 0.0
C -0.7 -0.3 0.5
C -0.5 -0.1 1.0
C -0.8 -0.5 -0.8
C 0.1 0.4 0.9
C -0.3 -0.7 -0.1
C -0.5 -0.7 0.3
C -0.4 -0.3 -1.0
C 0.5 0.4 -0.3
C 0.3 0.4 -0.5
C -0.4 -0.2 0.5
C 0.1 -0.1 0.0
C -0.3 0.1 0.1
N 0.4 0.1 0.6
C -0.1 0.2 -0.1
C 0.1 -0.1 -0.1
C 0.0 0.7 -0.1
C 0.9 0.5 1.1
O -1.2 0.0 -1.3
C -0.1 -0.6 -0.6
C -0.2 0.0 0.0
C -0.4 0.0 0.2
C 0.2 0.3 0.3
C 0.2 0.2 -0.2
C 0.7 -0.5 -0.3
H 0.0 0.3 -0.2
H 0.1 -0.2 0.5
H 0.1 0.2 0.1
H -0.1 0.1 0.1
H 0.2 -0.1 -0.1
H -0.1 0.1 0.0
H 0.1 -0.1 0.0
H -0.2 -0.1 -0.1
H 0.1 -0.1 0.0
H 0.1 -0.1 0.0
H -0.1 0.1 -0.2
H 0.0 -0.1 0.0
H -0.1 0.1 0.0
H -0.1 0.0 0.1
H 0.1 -0.1 0.0
H -0.2 -0.4 -0.1
H -0.2 0.0 0.2
H 0.1 0.2 0.2
H 0.3 0.0 0.0
C 0.0 0.1 0.2
N 0.9 -0.1 -0.9
C -0.1 0.1 0.2
C 0.0 0.2 -0.1
C -0.2 0.0 0.3
C -0.2 0.1 0.3
H 0.0 0.2 -0.3
H 0.0 -0.1 -0.1
H 0.0 0.1 0.3
H 0.2 0.1 0.0
H 0.0 -0.2 0.1
H 0.2 0.1 0.1
H -0.1 -0.2 -0.2
H 0.2 0.1 -0.1
H -0.1 -0.2 -0.2
H 0.0 0.0 -0.2
H 0.4 0.2 0.2

Calculated values
LUMO level, eV: -0.49
HOMO energy, eV: -7.274
Total charge: 0
SMILES: O=C1C(=Cc2cc3c4c(c2)CCCN4CCC3)C(=O)c2ccccc21.CN1CCCC1


No. 3
C40H49AsN6O5P2PdSSe as an isolated structure. Source: the OMol25 dataset; level of theory: the ωB97M-V functional and the def2-TZVPD basis.

Last column: Mulliken spin population.
Positions of all 106 atoms, in Å:
Pd -0.542 -0.009 0.070  0.63
C 6.064 1.518 0.725  0.01
C 5.123 1.301 1.725  0.00
C 3.850 0.875 1.392  0.00
C 3.502 0.648 0.059  0.05
C 4.433 0.913 -0.940  0.01
C 5.711 1.343 -0.602  0.00
P 1.892 -0.220 -0.236  0.07
C 2.074 -0.750 -1.986  0.01
C 2.453 -2.031 -2.382  0.00
C 2.541 -2.361 -3.727  0.00
C 2.259 -1.416 -4.700  0.00
C 1.895 -0.132 -4.319  0.00
C 1.804 0.197 -2.976  0.00
C 2.386 -1.669 0.790  -0.01
C 1.616 -1.973 1.910  0.01
C 2.029 -2.957 2.801  0.00
C 3.198 -3.661 2.566  0.00
C 3.980 -3.352 1.460  0.00
C 3.595 -2.341 0.594  0.01
H 7.072 1.818 0.983  0.00
H 5.393 1.442 2.764  0.00
H 3.122 0.685 2.173  0.00
H 4.173 0.759 -1.979  0.00
H 6.438 1.519 -1.385  0.00
H 2.692 -2.780 -1.643  0.00
H 2.847 -3.360 -4.015  0.00
H 2.324 -1.675 -5.749  0.00
H 1.685 0.620 -5.069  0.00
H 1.502 1.196 -2.690  0.00
H 0.697 -1.428 2.098  0.00
H 1.432 -3.170 3.680  0.00
H 3.518 -4.433 3.254  0.00
H 4.902 -3.890 1.279  0.00
H 4.240 -2.063 -0.230  0.00
O -2.797 1.675 1.842  0.06
Se -1.293 1.063 2.553  0.00
O -1.424 1.623 4.030  0.01
O -1.287 -0.533 2.463  -0.01
O -0.066 1.753 1.746  0.01
C 1.927 3.813 0.575  0.00
As 0.133 3.952 -0.139  0.00
C -1.088 4.844 1.097  0.00
C 0.416 5.488 -1.323  0.00
S -0.392 2.400 -1.485  0.03
H 2.330 4.820 0.682  0.00
H 2.518 3.259 -0.151  0.00
H 1.927 3.292 1.526  0.00
H -0.475 5.504 1.710  0.00
H -1.624 4.159 1.740  0.00
H -1.783 5.441 0.507  0.00
H 0.525 6.397 -0.728  0.00
H -0.422 5.607 -2.007  0.00
H 1.321 5.330 -1.907  0.00
C -1.153 -5.273 -1.822  0.00
N -2.224 -4.284 -1.869  0.00
C -3.107 -4.500 -0.724  0.00
N -2.426 -4.492 0.565  0.00
C -1.353 -5.476 0.530  0.00
N -0.417 -5.249 -0.564  0.01
C 0.326 -4.007 -0.389  0.03
P -0.759 -2.456 -0.346  0.07
C -1.682 -2.928 -1.903  0.01
C -1.931 -3.169 0.926  0.00
H -0.459 -5.092 -2.646  0.00
H -1.596 -6.265 -1.940  0.00
H -3.571 -5.481 -0.852  0.00
H -3.889 -3.738 -0.725  0.00
H -1.803 -6.464 0.405  0.00
H -0.811 -5.455 1.478  0.00
H 1.026 -3.910 -1.218  -0.01
H 0.889 -4.079 0.541  0.00
H -0.976 -2.854 -2.736  0.00
H -2.478 -2.210 -2.107  0.01
H -2.765 -2.492 1.102  0.00
H -1.376 -3.225 1.865  0.00
C -5.378 0.575 6.144  0.00
C -5.732 1.399 4.937  0.00
C -6.946 1.271 4.277  0.00
C -7.240 2.051 3.167  0.00
C -6.318 2.977 2.705  0.01
N -6.642 3.781 1.569  0.01
C -5.772 4.253 0.625  -0.01
O -5.952 5.289 0.017  0.02
N -4.637 3.475 0.372  0.09
C -4.505 2.105 0.358  0.27
C -5.521 1.195 0.289  -0.11
C -5.192 -0.146 0.086  0.35
C -3.855 -0.504 -0.166  0.02
N -2.835 0.301 -0.092  0.30
C -3.087 1.615 0.428  -0.08
C -5.104 3.124 3.369  -0.01
C -4.814 2.333 4.463  0.00
H -6.144 -0.164 6.375  0.00
H -5.248 1.221 7.014  0.00
H -4.429 0.064 5.977  0.00
H -7.675 0.548 4.623  0.00
H -8.191 1.940 2.658  0.00
H -7.488 4.324 1.634  0.00
H -3.916 3.987 -0.117  -0.01
H -6.557 1.504 0.321  0.01
H -5.965 -0.898 0.030  0.01
H -3.644 -1.513 -0.497  0.03
H -2.426 2.318 -0.085  0.08
H -4.388 3.857 3.024  0.00
H -3.851 2.426 4.951  0.00

Atomic forces in eV per Å
Pd 0.7 -0.7 -1.9
C 0.0 0.0 0.0
C 0.0 0.0 0.0
C -0.1 0.1 0.0
C -0.2 0.1 -0.1
C -0.1 0.0 0.1
C 0.1 0.0 -0.1
P 0.1 -0.6 0.1
C 0.1 0.0 0.1
C 0.0 0.0 0.0
C 0.0 0.0 0.0
C 0.0 0.0 0.0
C 0.0 0.0 0.0
C -0.1 0.0 0.0
C 0.1 0.1 0.0
C 0.0 0.1 0.0
C 0.0 0.0 0.0
C 0.0 0.0 0.1
C 0.1 0.0 -0.1
C -0.2 -0.1 0.1
H 0.0 0.0 0.0
H 0.0 0.0 0.0
H 0.0 0.0 0.0
H 0.0 0.0 0.0
H 0.0 0.0 0.0
H 0.0 0.0 0.0
H 0.0 0.0 0.0
H 0.0 0.0 0.0
H 0.0 0.0 0.0
H 0.0 0.0 0.0
H 0.0 0.0 0.0
H 0.0 0.0 0.0
H 0.0 0.0 0.0
H 0.0 0.0 0.0
H 0.0 0.0 0.0
O -0.1 -0.1 -0.1
Se 0.1 0.7 1.2
O -0.3 0.4 0.8
O -0.3 -0.9 0.0
O 0.1 0.4 -0.3
C -0.2 0.0 0.3
As 0.4 0.7 -1.0
C 0.1 -0.4 0.0
C 0.0 0.0 0.2
S -0.3 0.2 0.4
H -0.1 0.0 0.0
H -0.1 0.0 0.0
H 0.0 -0.1 0.0
H 0.0 0.0 0.0
H 0.0 -0.2 0.1
H 0.1 0.0 -0.1
H 0.0 0.0 0.0
H -0.1 -0.1 0.1
H 0.0 -0.1 0.0
C 0.0 0.1 0.1
N -0.1 -0.1 -0.2
C 0.1 0.0 0.0
N -0.2 -0.1 0.2
C 0.0 0.1 0.0
N 0.1 -0.2 0.0
C 0.0 0.2 0.0
P -0.3 -0.2 0.0
C 0.0 0.1 0.2
C 0.1 0.1 -0.2
H 0.0 0.0 0.0
H 0.0 0.0 0.0
H -0.1 0.0 0.0
H 0.0 0.0 0.0
H 0.0 0.0 0.0
H 0.0 0.0 0.0
H 0.1 0.0 0.0
H 0.1 0.1 0.0
H 0.0 0.1 0.0
H 0.0 0.0 0.0
H 0.1 0.0 0.1
H 0.0 0.0 0.0
C 0.0 0.0 -0.1
C 0.1 0.0 0.1
C 0.0 0.0 0.0
C 0.0 0.0 -0.1
C 0.1 0.0 0.1
N 0.1 -0.2 0.0
C -0.3 0.1 -0.1
O 0.1 0.0 0.0
N 0.1 -0.1 0.1
C 0.1 0.0 -0.2
C -0.2 -0.3 0.0
C -0.3 0.3 0.1
C 0.6 0.0 -0.2
N -0.1 -0.1 0.3
C -0.1 0.4 0.1
C -0.1 0.1 0.0
C 0.0 0.0 0.0
H 0.0 0.0 0.0
H 0.0 0.0 0.0
H 0.0 -0.1 0.1
H 0.0 0.0 0.0
H 0.0 0.0 0.0
H 0.0 0.1 -0.1
H 0.0 0.1 0.1
H 0.0 0.0 0.0
H 0.0 0.0 0.0
H 0.0 0.0 0.0
H 0.0 -0.1 -0.1
H 0.0 0.0 0.0
H 0.0 0.0 0.0

Calculated values
LUMO level (alpha / beta), eV: 0.50 / -1.50
HOMO energy (alpha / beta), eV: -6.742 / -7.441
⟨S²⟩: 2.03
Spin multiplicity: 3
Total charge: 0


No. 4
A 2-piece molecular cluster, C37H33F2O2Si overall. Source: the OMol25 dataset; level of theory: the ωB97M-V functional and the def2-TZVPD basis.

Last column: Löwdin charge in e.
Positions of all 75 atoms, in Å:
C 3.536 5.238 -0.628  0.00
C 2.177 4.646 -0.694  -0.16
C 1.063 5.465 -0.859  -0.18
F 1.279 6.820 -0.897  0.08
C -0.232 4.997 -0.969  0.09
C -0.495 3.606 -0.761  -0.17
C -1.778 3.012 -0.690  0.13
C -3.055 3.623 -0.627  -0.17
C -3.301 5.018 -0.416  0.09
C -4.594 5.500 -0.496  -0.18
F -4.797 6.856 -0.434  0.08
C -5.717 4.692 -0.650  -0.16
C -7.075 5.288 -0.673  -0.01
C -5.489 3.310 -0.771  0.01
C -4.208 2.790 -0.771  0.02
C 0.647 2.755 -0.633  0.03
C 1.934 3.262 -0.609  0.02
H 4.271 4.432 -0.597  0.09
H 3.746 5.866 -1.502  0.11
H 3.671 5.862 0.264  0.11
H -1.029 5.684 -1.220  0.12
H -1.784 1.919 -0.702  0.13
H -2.492 5.697 -0.183  0.12
H -7.809 4.480 -0.682  0.09
H -7.258 5.915 0.208  0.11
H -7.238 5.913 -1.560  0.11
H -6.351 2.648 -0.868  0.13
H -4.044 1.717 -0.905  0.12
H 0.473 1.680 -0.539  0.13
H 2.784 2.585 -0.519  0.12
C 4.869 -1.155 -2.325  -0.08
C 4.423 -2.480 -2.350  -0.07
C 3.426 -2.905 -1.462  -0.09
C 2.853 -2.003 -0.551  -0.23
Si 1.588 -2.601 0.652  0.69
C 0.527 -3.925 -0.074  -0.24
C 0.290 -3.970 -1.452  -0.10
C -0.541 -4.955 -1.992  -0.08
C -1.126 -5.919 -1.165  -0.08
C -0.869 -5.890 0.209  -0.08
C -0.034 -4.906 0.754  -0.07
C 2.401 -3.228 2.195  -0.24
C 3.266 -4.333 2.098  -0.08
C 3.899 -4.841 3.238  -0.08
C 3.689 -4.245 4.486  -0.08
C 2.843 -3.135 4.579  -0.08
C 2.208 -2.622 3.441  -0.08
O 0.590 -1.246 1.106  -0.05
C -0.689 -1.157 0.787  -0.47
C -1.769 -0.923 1.606  -0.03
C -3.001 -1.145 0.844  -0.19
C -2.496 -1.621 -0.505  -0.10
O -1.037 -1.442 -0.467  -0.03
C 3.319 -0.682 -0.509  -0.09
C 4.317 -0.262 -1.397  -0.09
H 5.644 -0.821 -3.017  0.11
H 4.847 -3.194 -3.055  0.11
H 3.099 -3.949 -1.483  0.11
H 0.755 -3.235 -2.113  0.11
H -0.716 -4.956 -3.067  0.10
H -1.768 -6.691 -1.592  0.11
H -1.309 -6.634 0.872  0.11
H 0.185 -4.902 1.825  0.11
H 3.448 -4.803 1.127  0.11
H 4.558 -5.704 3.145  0.11
H 4.182 -4.640 5.377  0.11
H 2.673 -2.658 5.544  0.10
H 1.561 -1.745 3.528  0.10
H -1.655 -0.718 2.663  0.11
H -3.670 -1.889 1.287  0.12
H -3.585 -0.228 0.704  0.09
H -2.716 -2.688 -0.649  0.13
H -2.895 -1.022 -1.328  0.12
H 2.914 0.020 0.225  0.10
H 4.667 0.770 -1.356  0.09

Atomic forces in eV per Å
C 0.6 -0.2 0.0
C -0.3 -0.5 0.1
C -0.8 1.0 0.0
F -0.3 -1.3 -0.2
C 0.3 -0.1 0.3
C 0.7 0.2 -0.3
C 0.1 0.4 -0.1
C -0.9 0.3 0.3
C -0.2 -0.2 -0.2
C 0.7 1.0 0.0
F 0.3 -1.3 0.2
C 0.3 -0.4 -0.1
C -0.6 -0.2 0.1
C 0.0 0.1 0.0
C 0.4 -0.1 0.0
C -0.4 -0.2 0.1
C 0.0 0.1 0.0
H 0.0 0.2 0.0
H -0.1 -0.1 0.2
H -0.2 -0.1 -0.2
H 0.3 0.0 0.0
H 0.0 0.2 0.1
H -0.3 0.0 0.0
H 0.0 0.2 0.0
H 0.1 -0.1 -0.2
H 0.2 -0.1 0.2
H 0.3 0.2 0.0
H -0.2 0.3 0.1
H 0.2 0.3 0.0
H -0.3 0.2 0.0
C -0.3 -0.1 0.2
C -0.1 0.0 0.2
C 0.3 0.4 -0.2
C 0.2 0.1 -0.2
Si -0.5 0.4 0.4
C 0.1 -0.3 -0.1
C -0.4 -0.4 -0.1
C 0.2 0.2 0.0
C 0.2 0.3 0.2
C 0.1 0.1 0.1
C -0.3 -0.1 -0.3
C 0.1 0.2 0.2
C 0.0 0.0 0.5
C -0.1 0.2 -0.2
C -0.2 0.2 -0.3
C 0.0 0.0 -0.1
C 0.2 -0.3 0.2
O 1.0 -0.3 -0.5
C -2.3 0.0 2.4
C 2.8 -0.1 -0.1
C -1.3 0.4 -0.1
C 0.7 -0.2 -0.1
O -0.4 -0.2 -1.7
C 0.4 0.0 -0.5
C -0.1 -0.1 0.1
H -0.2 -0.1 0.2
H 0.0 0.2 0.1
H 0.1 0.3 0.0
H -0.2 -0.2 0.2
H 0.0 -0.1 0.2
H 0.2 0.2 0.1
H 0.1 0.1 -0.2
H -0.1 0.0 -0.3
H -0.1 0.1 0.3
H -0.1 0.2 0.0
H -0.2 0.1 -0.3
H 0.1 -0.1 -0.2
H 0.2 -0.3 0.0
H -0.2 -0.1 -0.2
H 0.1 0.1 0.1
H -0.2 0.0 0.2
H 0.3 0.3 -0.2
H 0.2 -0.3 -0.1
H 0.1 -0.2 -0.2
H 0.0 -0.2 -0.1

Calculated values
LUMO level, eV: -5.79
HOMO energy, eV: -9.882
Total charge: +1


No. 5
One molecule with the formula C3H10N3OP. Source: the OMol25 dataset; level of theory: the ωB97M-V functional and the def2-TZVPD basis.

Last column: natural (NBO) charge in e.
Positions of all 18 atoms, in Å:
C -0.732 -0.874 0.040  -0.22
C 0.376 -0.178 0.910  -0.10
C -0.157 1.123 1.521  -0.64
N -1.156 -0.086 -1.083  -0.93
N 1.561 -0.041 0.146  -0.79
N 0.487 -0.773 -3.033  -1.16
O -0.196 1.756 -2.741  -1.04
P 0.082 0.505 -2.041  2.09
H -0.305 -1.802 -0.339  0.19
H -1.594 -1.102 0.667  0.21
H 0.580 -0.903 1.714  0.19
H 0.610 1.586 2.135  0.22
H -1.032 0.934 2.138  0.21
H -0.421 1.821 0.724  0.20
H -1.745 0.696 -0.814  0.41
H 1.978 0.876 0.261  0.34
H 1.258 -0.547 -3.647  0.41
H 0.658 -1.627 -2.522  0.41

Atomic forces in eV per Å
C 0.4 -0.3 0.7
C -0.5 0.1 0.3
C 0.1 -0.4 -0.2
N 0.3 0.7 -0.4
N -1.0 0.3 -2.7
N 0.1 0.6 0.3
O 0.4 0.4 0.0
P 0.4 -1.4 1.7
H -0.1 -0.1 0.1
H 0.0 0.0 -0.1
H -0.1 0.0 0.0
H 0.0 0.1 0.1
H -0.2 0.1 0.1
H 0.0 0.1 0.0
H -0.1 -0.1 0.0
H -0.1 0.2 0.1
H 0.0 -0.1 -0.1
H 0.1 -0.1 0.0

Calculated values
LUMO level (alpha / beta), eV: -0.31 / -0.31
HOMO energy (alpha / beta), eV: -8.389 / -8.382
Total charge: 0


no.,maximum force (eV/Å)
1,2.46
2,1.83
3,2.16
4,3.36
5,2.91